Entry from the OMol25 dataset: C20H43N2P3RhS as an isolated structure (wB97M-V/def2-TZVPD).

Its LUMO energy (spin up / spin down) is -9.2 / -12.7 eV. Its strongest force on any atom is 3.33 eV/Å. The charge is +3. The calculation puts the HOMO energy (spin up / spin down) at -15.32 / -15.54 eV. Its spin multiplicity is 5.

```
70
Properties=species:S:1:pos:R:3:forces:R:3
Rh -0.0097 0.0329 0.7788 0.11 -1.64 2.90
P -0.7056 1.8687 2.0067 -0.88 3.11 0.63
P -2.1985 -0.6649 0.0866 -1.70 -0.33 -1.88
P 2.2463 0.8464 0.4294 1.89 0.92 -1.29
H -0.0079 -2.7948 -8.7135 0.37 -0.12 0.06
C 1.0196 -3.0258 -8.4123 0.04 -0.24 0.23
C 1.3571 -4.2349 -7.9503 -0.10 0.31 -0.02
H 0.6178 -5.0373 -7.8517 0.28 0.30 -0.09
C -1.1784 3.3203 0.9920 0.01 0.02 0.11
C -2.2302 1.6630 3.0257 0.23 -0.23 0.01
C 0.4805 2.6426 3.1918 -0.09 -0.17 -0.02
C -2.3103 -2.1631 -0.9768 0.28 0.07 0.01
C -3.4337 -1.0862 1.3787 0.38 -0.03 0.53
C -3.0478 0.5993 -0.9464 0.23 -0.08 0.14
C 3.3539 -0.0217 -0.7617 -0.26 -0.05 0.07
C 3.3757 0.9754 1.8736 -0.45 -0.37 0.38
C 2.2133 2.5603 -0.2317 -0.15 -0.24 -0.01
H 1.7632 -2.2320 -8.5397 -0.23 -0.32 0.00
H 2.3905 -4.4798 -7.6820 -0.39 0.10 -0.13
H -1.4759 4.1462 1.6612 0.09 -0.27 -0.33
H -2.0249 3.0619 0.3403 0.27 0.13 0.17
H -0.3318 3.6444 0.3705 -0.32 -0.05 0.18
H -2.3290 2.5171 3.7093 0.07 -0.13 -0.23
H -2.1805 0.7400 3.6129 -0.18 0.28 -0.14
H -3.1093 1.6374 2.3755 0.12 -0.02 0.09
H -0.0467 3.4208 3.7624 0.07 -0.20 -0.18
H 1.3047 3.1254 2.6555 -0.16 -0.15 0.11
H 0.8818 1.9009 3.8898 0.01 0.23 -0.11
H -3.3504 -2.5121 -1.0113 0.20 0.19 0.05
H -1.6783 -2.9557 -0.5629 -0.24 0.01 -0.03
H -1.9691 -1.9492 -1.9951 -0.14 0.01 0.19
H -4.4080 -0.6446 1.1286 0.31 -0.03 -0.05
H -3.1124 -0.7314 2.3604 -0.23 -0.16 -0.13
H -3.5374 -2.1775 1.4158 0.10 0.26 0.04
H -3.8869 0.1296 -1.4779 0.15 0.13 0.21
H -2.3397 1.0034 -1.6784 -0.20 -0.06 0.08
H -3.4248 1.4178 -0.3217 0.04 -0.17 -0.16
H 4.3368 0.4671 -0.7723 -0.25 -0.01 0.09
H 2.9430 -0.0101 -1.7768 0.11 0.07 0.19
H 3.4836 -1.0649 -0.4522 0.06 0.19 -0.04
H 4.1933 1.6740 1.6408 -0.32 -0.15 -0.13
H 3.8019 -0.0153 2.0755 -0.12 0.22 0.01
H 2.8434 1.3246 2.7629 0.20 -0.06 -0.13
H 3.2123 2.8163 -0.6093 -0.23 -0.03 0.14
H 1.9233 3.2777 0.5440 0.11 -0.14 -0.19
H 1.4908 2.6144 -1.0534 0.19 0.10 0.10
C 0.5764 -1.3840 -2.5221 0.36 -0.62 0.53
C 0.4748 -0.0926 -3.0787 -0.24 0.81 -0.64
C 0.2668 0.0749 -4.4474 0.16 0.49 1.04
C 0.1937 -1.0325 -5.2984 -0.02 -0.30 -0.07
C 0.3445 -2.3192 -4.7656 0.06 -0.45 0.54
C 0.5548 -2.4977 -3.4029 -0.16 -0.45 -0.57
S 0.7551 -1.6796 -0.8248 0.34 -0.21 -2.35
H -0.2094 0.8910 -0.5378 0.00 -0.38 0.85
H 0.5490 0.7715 -2.4214 -0.05 -0.10 -0.27
H 0.1621 1.0821 -4.8525 0.06 -0.28 0.12
H 0.0293 -0.8994 -6.3705 0.07 -0.07 0.34
H 0.2955 -3.1845 -5.4253 0.11 0.20 0.11
H 0.6948 -3.4911 -2.9816 -0.08 0.10 -0.22
C 1.0993 -0.7563 6.1566 0.84 -0.35 0.25
N 0.0103 -0.1670 5.3761 -0.57 0.26 -1.29
C -1.0303 0.6084 6.0902 -0.44 0.31 -0.22
C -0.0081 -0.4013 4.0793 0.51 -1.59 0.26
N 0.1016 -0.8574 2.9855 -0.49 1.79 0.39
H 0.8788 -0.5862 7.2145 0.10 -0.13 -0.30
H 2.0558 -0.2691 5.9153 -0.27 -0.23 0.10
H 1.1531 -1.8350 5.9623 0.08 0.30 0.10
H -0.9914 1.6764 5.8088 0.00 -0.49 0.16
H -2.0354 0.2025 5.8850 0.45 0.15 0.11
H -0.8267 0.5197 7.1637 -0.11 0.03 -0.42
```
Forces are in eV/Å.

Quick look at the natural (NBO) charges, all values in e: 0.174 1.027 1.088 1.092 0.202 -0.420 -0.388 0.206 -0.955 -0.939 -0.944 -0.946 -0.937 -0.943 -0.953 -0.934 -0.950 0.202 0.207 0.269 0.252 0.253 0.273 0.236 0.260 0.272 0.255 0.242 0.281 0.256 0.251 0.281 0.249 0.280 0.276 0.248 0.252 0.280 0.251 0.261 0.283 0.273 0.248 0.279 0.251 0.245 -0.220 -0.232 -0.122 -0.049 -0.189 -0.158 0.469 0.072 0.217 0.251 0.267 0.283 0.253 -0.402 -0.441 -0.405 0.606 -0.555 0.249 0.223 0.238 0.215 0.229 0.259